No. 1
The following is a quantum chemistry calculation of a structure of composition C51H51Cl2N6O4Si2Sn at a distorted geometry, from the OMol25 dataset.

Values from the calculation:
DFT total energy: -4317.49439 Ha
HOMO: -3.4 eV
Multiplicity: 1
ΔE to the lowest compared entry with this formula, charge and spin: 5.3 kcal per mole
Net charge: -1
Lowest unoccupied orbital energy: 1.687 eV

Atoms and positions in Å:
1 Sn 0.07 1.70 -0.74
2 C -4.46 5.02 1.90
3 Si -3.73 3.69 0.74
4 C -3.71 2.12 1.77
5 C -4.89 3.43 -0.74
6 C -1.12 4.83 1.17
7 C -0.95 3.81 2.25
8 C -0.83 4.22 3.59
9 C -0.68 3.27 4.58
10 C -0.67 1.92 4.23
11 C -0.78 1.61 2.89
12 N -0.89 2.52 1.93
13 Si 0.63 5.43 0.59
14 C 0.89 7.11 1.44
15 C 0.87 5.73 -1.25
16 C 1.98 4.29 1.27
17 H -5.45 4.73 2.23
18 H -4.55 6.00 1.41
19 H -3.83 5.14 2.79
20 H -4.73 1.75 1.89
21 H -3.29 2.29 2.76
22 H -3.13 1.34 1.27
23 H -5.77 2.85 -0.45
24 H -4.36 2.88 -1.52
25 H -5.22 4.38 -1.16
26 H -0.85 5.27 3.83
27 H -0.58 3.57 5.62
28 H -0.58 1.14 4.98
29 H -0.76 0.57 2.55
30 H 0.11 7.82 1.16
31 H 1.85 7.54 1.15
32 H 0.89 7.03 2.53
33 H 0.08 6.38 -1.64
34 H 0.83 4.80 -1.82
35 H 1.83 6.22 -1.44
36 H 1.82 4.10 2.34
37 H 2.97 4.74 1.16
38 H 1.98 3.33 0.75
39 Cl -0.85 1.85 -5.74
40 C -1.55 2.97 -4.60
41 C -2.43 3.94 -5.08
42 C -2.92 4.84 -4.17
43 Cl -3.99 6.10 -4.76
44 C -2.60 4.79 -2.81
45 C -2.91 5.86 -1.88
46 C -2.59 5.74 -0.59
47 C -2.07 4.45 0.00
48 N -1.44 3.59 -1.01
49 C -1.77 3.75 -2.31
50 C -1.18 2.86 -3.26
51 O -0.30 1.96 -2.87
52 H -2.70 3.97 -6.12
53 H -3.35 6.77 -2.26
54 H -2.75 6.56 0.09
55 H -1.57 5.70 1.65
56 C 7.88 -10.84 -1.00
57 O 7.11 -10.26 -2.03
58 C 6.49 -9.08 -1.76
59 C 5.72 -8.54 -2.79
60 C 5.06 -7.35 -2.62
61 C 5.15 -6.65 -1.41
62 C 5.91 -7.20 -0.38
63 C 6.58 -8.40 -0.55
64 C 4.46 -5.37 -1.28
65 N 3.62 -4.88 -2.16
66 C 3.22 -3.67 -1.67
67 C 3.84 -3.41 -0.46
68 N 4.62 -4.51 -0.22
69 C 3.66 -2.21 0.27
70 C 4.27 -1.92 1.50
71 C 4.07 -0.70 2.08
72 C 3.27 0.23 1.40
73 N 2.68 -0.02 0.26
74 C 2.83 -1.22 -0.32
75 C 2.13 -1.48 -1.58
76 N 1.29 -0.54 -2.09
77 C 0.66 -0.80 -3.22
78 C 0.80 -2.00 -3.93
79 C 1.64 -2.96 -3.44
80 C 2.32 -2.71 -2.24
81 H 8.27 -11.77 -1.41
82 H 7.27 -11.07 -0.12
83 H 8.71 -10.19 -0.71
84 H 5.66 -9.09 -3.72
85 H 4.46 -6.92 -3.41
86 H 5.99 -6.70 0.58
87 H 7.16 -8.80 0.27
88 H 5.24 -4.65 0.56
89 H 4.88 -2.67 1.99
90 H 4.52 -0.44 3.03
91 H 3.11 1.22 1.81
92 H 0.02 0.00 -3.58
93 H 0.25 -2.15 -4.85
94 H 1.79 -3.91 -3.94
95 C -6.11 -3.28 2.81
96 C -4.88 -2.70 2.16
97 C -3.65 -2.75 2.79
98 C -2.50 -2.22 2.21
99 C -1.20 -2.28 2.96
100 C -2.60 -1.61 0.94
101 C -3.83 -1.56 0.29
102 C -4.04 -0.96 -1.08
103 C -4.95 -2.11 0.91
104 C -1.36 -0.97 0.33
105 O -0.29 -1.59 0.29
106 O -1.54 0.24 -0.05
107 H -5.85 -3.91 3.66
108 H -6.69 -3.87 2.10
109 H -6.76 -2.47 3.17
110 H -3.57 -3.21 3.77
111 H -1.30 -2.91 3.85
112 H -0.89 -1.28 3.28
113 H -0.41 -2.67 2.32
114 H -3.12 -0.57 -1.51
115 H -4.75 -0.14 -1.03
116 H -4.45 -1.72 -1.75
117 H -5.90 -2.07 0.39

Atomic partial charges in e from the Löwdin method, atoms 1 to 99: Sn 1.39; C -0.17; Si 0.62; C -0.16; C -0.16; C -0.26; C -0.34; C -0.03; C -0.07; C -0.06; C -0.14; N 0.07; Si 0.57; C -0.19; C -0.16; C -0.19; H 0.02; H 0.02; H 0.02; H 0.04; H 0.02; H 0.01; H 0.02; H 0.03; H 0.03; H 0.11; H 0.10; H 0.10; H 0.09; H 0.02; H 0.02; H 0.02; H 0.03; H 0.02; H 0.03; H 0.03; H 0.03; H -0.04; Cl 0.66; C -0.59; C -0.18; C -0.62; Cl 0.63; C -0.21; C -0.08; C -0.12; C -0.47; N -0.05; C -0.24; C -0.41; O -0.34; H 0.09; H 0.08; H 0.10; H 0.10; C -0.09; O -0.08; C -0.29; C 0.00; C -0.01; C -0.15; C -0.03; C -0.02; C -0.27; N 0.19; C -0.17; C -0.13; N 0.18; C -0.08; C -0.02; C -0.06; C -0.13; N 0.11; C -0.14; C -0.14; N 0.09; C -0.12; C -0.03; C -0.01; C -0.08; H 0.09; H 0.09; H 0.09; H 0.12; H 0.11; H 0.10; H 0.10; H 0.14; H 0.10; H 0.10; H 0.10; H 0.07; H 0.10; H 0.11; C -0.06; C -0.28; C -0.02; C -0.19; C -0.03

No. 2
The following is a quantum chemistry calculation of a cluster of 3 separate species, C4H13NO2 in total at a distorted geometry, from the OMol25 dataset.

Values from the calculation:
DFT total energy: -365.38457 Ha
HOMO: -7.7 eV
Multiplicity: 1
ΔE to the lowest compared entry with this formula, charge and spin: 36.3 kcal per mole
Net charge: 0
Lowest unoccupied orbital energy: 0.378 eV
SMILES: CC(C)=CN.O.O

Atoms and positions in Å:
1 C -0.88 0.97 0.20
2 C 0.33 0.64 0.99
3 C 0.07 0.57 2.46
4 C 1.54 0.41 0.50
5 N 1.89 0.46 -0.86
6 H -1.67 0.19 0.11
7 H -1.21 2.00 0.42
8 H -0.83 0.94 -0.90
9 H -0.94 0.66 2.86
10 H 0.31 -0.46 2.80
11 H 0.66 1.14 3.20
12 H 2.34 0.03 1.12
13 H 2.85 0.61 -1.09
14 H 1.09 0.50 -1.45
15 O 0.70 -2.84 -0.80
16 H -0.16 -2.84 -1.24
17 H 1.00 -1.92 -0.76
18 O -2.42 -0.52 -2.14
19 H -2.67 0.35 -2.48
20 H -2.01 -0.88 -2.94

Population analysis type Löwdin, resulting atomic charges in e: C -0.09; C -0.37; C -0.09; C -0.19; N 0.04; H 0.08; H 0.09; H 0.04; H 0.07; H 0.08; H 0.08; H 0.12; H 0.08; H 0.06; O -0.06; H 0.02; H 0.00; O -0.07; H 0.05; H 0.05

No. 3
The following is a quantum chemistry calculation of a structure of composition C35H36N7NiO at a distorted geometry, from the OMol25 dataset.

Values from the calculation:
DFT total energy: -3321.96699 Ha
⟨S²⟩: 2.00
HOMO (spin up / spin down): -11.1 / -11.1 eV
Multiplicity: 3
ΔE to the lowest compared entry with this formula, charge and spin: 0.0 kcal per mole
Net charge: +1
Lowest unoccupied orbital energy (spin up / spin down): -2.223 / -2.777 eV

Atoms and positions in Å:
1 Ni -0.05 -0.17 1.92
2 O 0.20 -0.36 0.02
3 H 0.52 0.05 -0.77
4 N 1.25 1.45 2.11
5 C 0.96 2.52 2.86
6 C 1.79 3.63 2.95
7 C 3.00 3.58 2.31
8 C 3.31 2.50 1.50
9 C 2.41 1.44 1.43
10 H 0.01 2.48 3.37
11 H 1.53 4.46 3.59
12 H 3.69 4.42 2.42
13 H 4.27 2.38 1.02
14 H 2.66 0.57 0.84
15 N -0.24 1.90 -4.36
16 C -1.13 2.88 -4.44
17 C -1.36 3.77 -3.39
18 C -0.68 3.56 -2.20
19 C 0.23 2.52 -2.09
20 C 0.42 1.72 -3.22
21 H -1.68 3.03 -5.36
22 H -2.06 4.58 -3.49
23 H -0.85 4.19 -1.33
24 H 0.75 2.34 -1.16
25 H 1.15 0.92 -3.21
26 N -1.83 0.99 1.74
27 C -2.91 0.71 2.49
28 C -4.12 1.37 2.43
29 C -4.21 2.48 1.59
30 C -3.12 2.79 0.80
31 C -1.98 1.98 0.87
32 H -2.80 -0.04 3.26
33 H -4.97 1.08 3.02
34 H -5.10 3.09 1.52
35 H -3.17 3.56 0.04
36 H -1.17 2.17 0.18
37 N -1.34 -1.96 1.87
38 C -1.75 -2.54 0.73
39 C -2.51 -3.68 0.67
40 C -3.02 -4.22 1.86
41 C -2.62 -3.63 3.04
42 C -1.76 -2.53 3.00
43 H -1.36 -2.10 -0.18
44 H -2.76 -4.10 -0.29
45 H -3.65 -5.10 1.82
46 H -2.99 -3.99 3.99
47 H -1.50 -2.08 3.95
48 N 3.53 -0.33 -2.85
49 C 4.64 -0.49 -3.55
50 C 5.65 -1.37 -3.20
51 C 5.39 -2.21 -2.13
52 C 4.19 -2.13 -1.47
53 C 3.23 -1.17 -1.86
54 H 4.74 0.18 -4.40
55 H 6.52 -1.48 -3.83
56 H 6.18 -2.89 -1.83
57 H 4.06 -2.77 -0.61
58 H 2.34 -1.04 -1.26
59 N 1.62 -1.56 2.34
60 C 1.80 -2.58 1.49
61 C 2.66 -3.64 1.70
62 C 3.45 -3.61 2.85
63 C 3.34 -2.52 3.72
64 C 2.39 -1.55 3.43
65 H 1.18 -2.54 0.60
66 H 2.72 -4.44 0.98
67 H 4.06 -4.46 3.11
68 H 3.95 -2.58 4.61
69 H 2.28 -0.66 4.05
70 N -5.11 0.38 -3.18
71 C -4.23 0.29 -4.17
72 C -2.87 0.03 -3.93
73 C -2.45 -0.11 -2.62
74 C -3.36 0.05 -1.59
75 C -4.69 0.23 -1.91
76 H -4.59 0.50 -5.16
77 H -2.19 -0.14 -4.75
78 H -1.39 -0.29 -2.48
79 H -2.99 0.02 -0.57
80 H -5.51 0.27 -1.21

Population analysis type Löwdin, resulting atomic charges in e: Ni 0.65; O -0.36; H -0.07; N -0.01; C -0.12; C -0.04; C -0.05; C -0.03; C -0.11; H 0.11; H 0.12; H 0.12; H 0.12; H 0.10; N 0.07; C -0.15; C -0.06; C -0.09; C -0.08; C -0.16; H 0.11; H 0.10; H 0.10; H 0.09; H 0.09; N 0.01; C -0.13; C -0.03; C -0.03; C -0.04; C -0.13; H 0.10; H 0.11; H 0.12; H 0.11; H 0.09; N 0.01; C -0.12; C -0.03; C -0.04; C -0.05; C -0.14; H 0.10; H 0.12; H 0.12; H 0.11; H 0.11; N 0.05; C -0.15; C -0.06; C -0.08; C -0.07; C -0.13; H 0.11; H 0.11; H 0.11; H 0.08; H 0.07; N 0.01; C -0.14; C -0.05; C -0.04; C -0.04; C -0.12; H 0.10; H 0.11; H 0.11; H 0.11; H 0.11; N 0.05; C -0.14; C -0.07; C -0.08; C -0.08; C -0.15; H 0.10; H 0.10; H 0.09; H 0.07; H 0.10

No. 4
The following is a quantum chemistry calculation of a cluster of 2 separate species, CH3Br2PS in total at a distorted geometry, from the OMol25 dataset.

Values from the calculation:
DFT total energy: -5927.40859 Ha
HOMO (spin up / spin down): -9.0 / -8.4 eV
Multiplicity: 1
ΔE to the lowest compared entry with this formula, charge and spin: 78.5 kcal per mole
Net charge: 0
Lowest unoccupied orbital energy (spin up / spin down): -1.603 / -1.825 eV

Atoms and positions in Å:
1 C -1.00 -0.75 1.31
2 P 0.94 1.12 -2.62
3 S -0.12 -0.60 -0.26
4 Br 2.64 -0.18 -1.81
5 Br 1.14 2.80 -1.24
6 H -0.28 -1.20 1.92
7 H -1.56 0.19 1.55
8 H -1.76 -1.39 1.15

Population analysis type Löwdin, resulting atomic charges in e: C -0.50; P -0.06; S 0.43; Br 0.03; Br 0.08; H 0.00; H 0.06; H -0.04